# 1
Formula: C37H62F6NO20P
Source: the OMol25 dataset
Level of theory: ωB97M-V with the def2-TZVPD basis set

Each line ends with the Löwdin charge.
Geometry (Å):
H1 -1.56 -2.38 6.68  0.0987
H2 6.82 -5.44 -0.86  0.1322
C1 -7.07 0.05 -4.52  -0.4937
C2 -2.41 -1.88 7.12  -0.1576
H3 1.30 9.04 -3.28  0.1143
F1 -1.25 1.34 -3.49  -0.1926
F2 -1.18 -0.86 -3.49  -0.1838
O1 7.87 4.78 1.23  0.0303
C3 -5.62 -4.00 6.94  -0.0718
O2 -2.62 6.81 2.36  0.0880
H4 6.89 4.45 -0.53  0.1472
C4 2.23 -4.25 4.14  -0.5253
H5 5.64 2.83 1.80  0.1330
C5 -4.61 -0.84 6.27  -0.0478
H6 4.98 -3.69 4.81  0.1449
H7 -9.17 1.49 -6.20  0.1208
O3 -6.50 0.08 -5.74  0.0953
O4 -3.48 8.56 3.21  0.1737
H8 -3.59 -2.39 8.93  0.0903
O5 5.19 -4.79 -1.92  0.0777
H9 -3.36 5.52 0.81  0.1352
C6 -2.82 -2.80 8.28  -0.2059
H10 -3.49 -4.78 8.44  0.0892
O6 5.88 4.77 2.26  0.0711
C7 7.60 -5.92 -4.21  -0.0038
H11 -5.13 3.64 1.73  0.0939
O7 5.25 -6.39 -3.39  0.1239
C8 0.97 -3.10 -8.62  0.0016
H12 1.91 -0.58 -8.37  0.0914
H13 -2.35 4.75 1.80  0.1461
F3 0.13 -0.92 -1.65  -0.1711
C9 7.02 3.95 0.43  -0.2675
H14 -7.59 1.40 -8.52  0.0790
H15 4.85 3.84 0.66  0.1364
H16 7.03 -4.30 -2.28  0.1215
C10 -4.18 -4.19 6.37  -0.4520
H17 7.97 2.12 1.19  0.0823
H18 2.71 5.47 -3.58  0.1274
H19 4.17 -5.26 6.28  0.1245
C11 3.92 -1.97 6.06  -0.0006
C12 2.84 6.53 -3.77  -0.2783
C13 -5.35 4.59 2.20  -0.0066
H20 -3.68 4.79 3.71  0.1631
H21 -1.98 -0.20 5.20  0.0732
F4 0.92 0.20 -3.39  -0.2320
H22 0.93 -2.64 -7.63  0.1415
C14 -4.13 5.30 2.86  -0.3783
C15 1.24 8.00 -2.97  -0.1900
H23 -6.42 -3.77 6.24  0.0664
C16 4.04 -3.37 5.25  -0.2850
H24 1.93 8.02 -5.01  0.1192
O8 -0.32 -3.29 -9.28  0.1323
C17 -7.31 0.58 -7.85  -0.0132
O9 -4.66 -3.16 4.20  -0.3647
O10 0.65 -1.75 -10.44  0.0393
H25 -2.04 -0.91 7.48  0.0969
H26 -4.36 0.07 6.81  0.0590
C18 2.36 7.83 -2.04  -0.2040
H27 8.92 2.92 -0.17  0.0792
H28 3.33 -1.31 -8.54  0.0796
H29 1.46 -4.07 -8.58  0.1253
O11 3.12 -3.24 4.21  0.0533
C19 -3.12 -4.17 7.62  -0.1418
H30 -1.96 -2.92 8.95  0.0852
H31 0.93 6.63 -4.52  0.1240
C20 3.41 -4.51 6.05  -0.0971
H32 8.65 -5.99 -3.95  0.0706
C21 6.99 5.51 2.04  -0.4941
O12 -1.27 -2.81 -11.20  0.0864
H33 -5.63 5.17 1.32  0.0803
N1 -3.76 -3.08 5.42  -0.1622
H34 -4.41 -6.38 6.46  0.0611
H35 2.70 8.77 -1.61  0.1242
H36 2.19 7.05 -1.29  0.1274
F5 -1.90 0.04 -1.65  -0.1941
C22 2.49 -1.03 -9.17  -0.0274
H37 -2.17 -4.57 7.25  0.0927
P1 -0.53 0.24 -2.53  0.1635
C23 6.52 -5.17 -1.87  -0.0999
H38 7.53 -6.52 -5.12  0.0691
H39 2.92 -1.90 6.50  0.0768
H40 -6.43 0.14 -8.31  0.0845
H41 6.91 -7.13 -2.38  0.1374
C24 1.78 -2.28 -9.73  -0.2831
C25 1.69 7.34 -4.19  -0.1988
H42 7.37 -4.88 -4.46  0.0753
H43 0.26 7.69 -2.61  0.1296
C26 -0.39 -2.67 -10.33  -0.6151
C27 6.59 -6.29 -3.00  -0.2502
C28 4.50 -5.60 -2.73  -0.6084
H44 -5.92 -4.83 7.58  0.0541
H45 2.78 -0.38 -9.99  0.0840
O13 3.29 -5.50 -2.83  0.1546
H46 3.52 6.35 -4.60  0.1182
H47 2.38 -2.96 -10.33  0.1443
H48 -3.28 -0.70 4.08  0.0806
H49 -5.74 -3.12 7.57  0.0377
C29 -2.60 -1.03 4.86  -0.0890
H50 -1.88 -1.66 4.35  0.0888
H51 4.50 -2.04 6.99  0.0683
F6 -0.03 1.44 -1.54  -0.1897
H52 2.92 -4.13 6.95  0.1253
C30 -8.23 1.69 -5.68  -0.0907
H53 -2.97 -5.72 5.54  0.0659
O14 -6.68 -0.67 -3.63  0.1693
C31 7.94 2.70 0.26  -0.0319
H54 -6.23 4.57 2.84  0.0828
C32 -7.03 1.13 -6.44  -0.3774
O15 3.44 7.23 -2.75  -0.1131
C33 -3.59 7.41 3.03  -0.5563
O16 -8.07 1.02 -4.40  0.0555
O17 -4.63 6.51 3.24  0.0830
O18 1.51 -4.38 3.17  0.1690
H55 -6.30 1.94 -6.39  0.1542
C34 -4.03 -5.62 5.78  -0.0653
H56 -5.27 -0.73 5.41  0.0699
H57 -8.18 2.78 -5.64  0.1262
O19 2.43 -5.12 5.17  0.0654
C35 5.72 3.79 1.30  -0.1108
H58 7.51 1.99 -0.44  0.0758
C36 -3.38 -1.74 5.87  -0.5516
O20 7.28 6.52 2.63  0.1490
C37 -3.06 5.57 1.86  -0.1050
H59 4.04 -1.09 5.43  0.0777
H60 -5.20 -1.28 7.08  0.0388
H61 -4.53 -5.72 4.81  0.0641
H62 -8.06 -0.21 -7.73  0.0901

Calculated values
Total charge: -2
Energy above the lowest of the compared OMol25 structures with the same formula, charge and spin, kcal/mol: 146.1
F_max, eV/A: 8.22
Molecular weight, Da: 985.9
Electronic energy, eV: -107408.594
Orbital gap, eV: 2.861

=====

# 2
Formula: C37H64F3N6O6PS
Source: the OMol25 dataset
Level of theory: ωB97M-V with the def2-TZVPD basis set

Each line ends with the Löwdin charge.
Geometry (Å):
P1 -1.43 0.73 1.53  0.8125
C1 -6.36 -7.18 8.29  -0.1933
H1 -1.72 -3.39 6.50  0.0719
C2 -3.89 -7.00 8.88  -0.1035
N1 2.33 4.64 -8.31  0.1575
H2 1.88 8.88 -10.39  0.0713
C3 0.16 0.86 0.57  -0.4842
C4 -0.57 -1.95 -3.54  -0.2183
F1 6.11 0.97 -1.27  0.1174
C5 -0.29 -1.57 -5.85  -0.1177
H3 2.43 -2.08 0.55  -0.0994
H4 3.78 3.05 -3.55  0.1304
C6 -3.01 -2.47 4.15  -0.1780
C7 -1.73 -5.87 1.69  -0.2006
F2 4.99 -0.30 0.08  0.1326
H5 -0.09 -7.83 0.75  0.1120
C8 0.44 0.88 -1.71  -0.5699
H6 4.12 5.85 -6.05  0.0696
H7 -0.08 -4.29 -2.21  0.1165
H8 0.41 -3.66 0.20  0.0910
H9 -0.19 -2.14 -6.77  0.0820
H10 3.49 7.37 2.70  0.0708
H11 5.05 3.62 -2.48  0.1064
H12 5.46 2.34 0.62  0.1494
H13 -5.54 -6.45 10.15  0.1122
H14 -1.36 -4.26 -1.04  0.0706
H15 0.32 6.95 -10.11  0.1116
H16 -0.15 8.29 -9.08  0.1070
H17 -5.37 -8.18 9.90  0.1070
C9 1.07 1.86 1.31  -0.1464
C10 3.70 5.24 -5.25  -0.1216
H18 0.69 -1.18 -5.57  0.0869
O1 1.14 -0.17 -1.25  0.0561
H19 5.22 5.75 -3.80  0.1113
N2 -0.55 -1.61 4.03  0.1503
C11 -6.44 -5.88 7.64  -0.2335
O2 3.52 1.88 1.01  -0.1233
C12 -2.77 -3.65 6.39  -0.1147
H20 -1.60 -8.96 -0.89  0.0733
H21 -3.20 -3.74 7.39  0.0609
F3 4.03 0.53 -1.67  0.1412
H22 -3.63 -7.76 8.14  0.0774
H23 4.32 2.81 -0.64  0.1014
H24 2.09 6.49 3.32  0.0711
O3 -0.19 1.49 -0.68  0.0692
H25 -7.35 -7.41 8.70  0.1180
H26 -0.32 6.22 -7.80  0.1192
N3 -0.61 4.99 2.40  0.1516
C13 -0.27 -1.65 0.04  -0.1867
H27 2.17 2.28 -0.52  0.1171
C14 -1.63 -2.00 4.09  -0.2397
C15 2.27 2.41 0.56  -0.1711
H28 -1.20 -1.32 -0.41  0.0942
H29 2.30 3.49 0.74  0.1152
H30 1.24 -2.78 -1.06  0.0964
H31 2.28 8.82 -8.67  0.0755
N4 2.47 5.18 -1.64  0.1805
C16 -2.00 -8.26 -0.15  -0.1043
C17 -0.69 -3.62 -1.60  -0.2041
H32 -2.99 -8.62 0.13  0.0772
H33 -1.68 2.07 1.87  0.0285
C18 4.24 3.95 -3.13  -0.1844
N5 -1.82 -4.79 1.32  0.1895
N6 -6.50 -4.85 7.12  0.1513
C19 -1.46 -2.73 -2.57  -0.1613
H34 1.37 1.49 2.29  0.1247
C20 0.26 -2.94 -0.60  -0.2013
C21 3.24 4.63 -2.30  -0.2189
H35 -3.46 -1.63 6.09  0.1128
H36 -3.78 -6.02 8.41  0.0543
H37 2.91 5.81 -4.77  0.0709
H38 -0.94 -9.17 1.50  0.1069
H39 -2.10 -3.37 -3.17  0.1166
C22 1.96 8.22 -9.53  -0.1099
H40 0.11 6.93 0.06  0.1165
C23 -3.53 -2.60 5.58  -0.2544
H41 -2.13 -2.05 -2.04  0.1086
H42 2.35 6.15 0.84  0.0703
H43 -1.17 0.03 2.70  -0.0074
H44 -0.50 -1.87 1.09  0.0901
C24 4.56 2.04 0.09  -0.1073
C25 0.73 -0.51 0.09  -0.6596
C26 0.67 6.63 -8.01  -0.1903
C27 0.62 7.54 -9.25  -0.2619
C28 -0.17 5.88 1.83  -0.2215
H45 -0.05 7.93 1.49  0.1198
H46 -0.79 -0.88 -3.51  0.1089
H47 -4.58 -2.87 5.54  0.0996
H48 3.26 4.35 -5.71  0.0642
H49 0.97 7.20 -7.13  0.1182
H50 -2.11 -7.29 -0.63  0.0696
C29 4.78 4.85 -4.24  -0.2499
C30 4.90 0.79 -0.68  -0.6036
C31 1.60 5.52 -8.18  -0.2368
C32 1.93 7.07 1.23  -0.2737
C33 0.40 7.01 1.11  -0.1872
H51 2.00 8.24 3.07  0.0746
H52 -3.16 -7.06 9.69  0.0742
H53 0.42 2.72 1.50  0.0750
H54 -0.97 -0.73 -6.02  0.0879
H55 2.29 7.88 0.59  0.1085
H56 2.74 7.48 -9.74  0.0719
C34 2.40 7.31 2.66  -0.1078
H57 -0.98 -7.27 3.03  0.1183
C35 -5.30 -7.21 9.40  -0.2602
H58 -2.84 -4.63 5.91  0.0723
O4 -0.81 -2.43 -4.86  -0.1957
H59 0.49 -2.10 -3.31  0.1250
C36 -1.62 -7.25 2.15  -0.1868
S1 2.13 -0.93 1.15  0.9539
H60 -6.14 -7.93 7.54  0.1195
O5 -2.58 0.12 0.81  -0.4183
C37 -1.08 -8.18 1.06  -0.2586
H61 -3.06 -3.42 3.62  0.1042
H62 -2.61 -7.58 2.47  0.1207
H63 5.58 4.31 -4.75  0.1114
O6 0.42 1.25 -2.84  0.1606
H64 -3.62 -1.77 3.58  0.1236

Calculated values
Total charge: 0
F_max, eV/A: 1.30
SMILES string: COCCCCC[C@@]1(S)OC(=O)O[C@@]1(CCOCC(F)(F)F)[PH2]=O.CCCC#N.CCCC#N.CCCC#N.CCCC#N.CCCC#N.CCCC#N
Molecular weight, Da: 809.0
Electronic energy, eV: -88908.308
Orbital gap, eV: 9.356